ORCA calculation (ωB97M-V with the def2-TZVPD basis set) on a molecular structure, C12H27ClNO2P2Tl in a non-equilibrium geometry.

Summary:
**Frontier orbital gap (alpha / beta)**: 0.1709 / 0.1709 Eh
**Electronic energy**: -1993.82027 a.u.
**Total charge**: 0

Structure (XYZ):
```
46
C12H27ClNO2P2Tl, DFT ωB97M-V with the def2-TZVPD basis set
C -1.799 2.360 -1.507
C -1.428 1.394 -0.553
N -0.158 1.326 -0.117
C 0.785 2.156 -0.595
C 0.474 3.159 -1.530
C -0.848 3.276 -1.980
C -2.534 0.483 0.053
P -1.974 -0.698 1.327
Tl 0.433 0.069 2.375
P 2.502 0.446 0.740
C 2.222 2.018 -0.099
O -2.330 -1.800 -3.830
O 1.244 -1.384 -2.540
H -2.837 2.417 -1.850
H 1.270 3.833 -1.870
H -1.112 4.046 -2.714
C -3.301 -0.093 2.454
C -2.645 -2.302 0.735
H 2.910 2.112 -0.953
H 2.452 2.848 0.589
H -3.063 -0.115 -0.679
H -3.297 1.196 0.515
C 4.035 0.665 1.651
C 3.042 -0.597 -0.622
H 0.940 -2.159 -2.046
H 1.792 -1.693 -3.302
H -2.013 -1.865 -2.864
H -2.431 -0.811 -3.959
H -0.360 1.116 3.579
H 0.100 -3.619 -1.905
H -4.212 -0.006 1.839
H -3.492 -0.730 3.330
H -3.004 0.916 2.780
H -3.745 -2.294 0.764
H -2.302 -2.478 -0.299
H -2.285 -3.134 1.360
H 3.889 -0.150 -1.151
H 3.303 -1.599 -0.275
H 2.229 -0.690 -1.361
H 4.850 0.851 0.945
H 3.950 1.510 2.340
H 4.244 -0.251 2.215
Cl 2.127 -2.491 3.362
C 0.965 -2.175 2.142
H 1.388 -2.366 1.150
H 0.020 -2.695 2.354
```

ORCA calculation (ωB97M-V with the def2-TZVPD basis set) on C5H8N2 in the gas phase.

Summary:
**Frontier orbital gap**: 0.3082 Eh
**Electronic energy**: -304.81110 a.u.
**Total charge**: 0
**SMILES**: Cc1c[nH]c(N)c1

Structure (XYZ):
```
15
C5H8N2, DFT ωB97M-V with the def2-TZVPD basis set
C -2.328 -0.192 0.195
C -0.899 0.129 -0.077
C -0.324 1.322 -0.423
N 1.056 1.151 -0.479
C 1.332 -0.138 -0.113
N 2.499 -0.609 0.501
C 0.152 -0.816 0.012
H -2.643 -1.005 -0.463
H -2.490 -0.532 1.230
H -2.956 0.683 0.022
H -0.789 2.252 -0.711
H 1.729 1.897 -0.526
H 2.203 -1.489 0.909
H 3.340 -0.757 -0.037
H 0.118 -1.896 -0.040
```

ORCA calculation (ωB97M-V with the def2-TZVPD basis set) on 2 unconnected molecules or ions with the total composition C15H30F2N4O11P2S in a non-equilibrium geometry.

Summary:
**Frontier orbital gap**: 0.3351 Eh
**Electronic energy**: -2916.94280 a.u.
**Total charge**: 0
**SMILES**: CCO[C@@H](CN)O[C@](CO[C@@H](CCCS)CC(=O)O)(PP(=O)(O)O)N(C(=O)F)C(=O)F.NC(N)=O

Structure (XYZ):
```
65
C15H30F2N4O11P2S, DFT ωB97M-V with the def2-TZVPD basis set
C -1.387 2.225 2.535
C -1.754 2.517 1.103
O -0.567 2.675 0.325
C -0.334 1.665 -0.602
C 1.006 2.042 -1.202
N 0.965 3.298 -1.928
O -0.189 0.423 0.084
C -0.773 -0.702 -0.460
C 0.088 -1.885 0.011
O 0.543 -1.596 1.329
C 1.266 -2.654 1.897
C 2.770 -2.473 1.784
C 3.266 -2.211 0.377
C 4.744 -2.463 0.191
S 5.305 -1.834 -1.435
C 0.894 -2.807 3.382
C 0.169 -1.611 3.944
O -0.926 -1.699 4.438
O 0.798 -0.420 3.944
P -0.809 -0.736 -2.387
P 0.196 -2.538 -3.055
O -0.208 -3.763 -2.369
O 1.777 -2.262 -3.011
O -0.108 -2.626 -4.599
N -2.199 -0.808 -0.044
C -3.072 -1.592 -0.859
O -3.982 -1.174 -1.532
F -2.825 -2.896 -0.764
C -2.395 -1.153 1.323
O -2.182 -2.196 1.862
F -2.964 -0.160 1.974
H -0.937 1.249 2.600
H -2.283 2.180 3.136
H -0.729 2.975 2.929
H -2.410 1.778 0.669
H -2.285 3.461 1.075
H -1.157 1.705 -1.319
H 1.637 2.185 -0.339
H 1.450 1.230 -1.765
H 0.055 3.448 -2.338
H 1.143 4.014 -1.251
H 0.976 -1.929 -0.592
H -0.476 -2.805 -0.009
H 1.032 -3.608 1.441
H 3.215 -3.404 2.114
H 3.145 -1.725 2.471
H 2.984 -1.229 0.028
H 2.756 -2.910 -0.279
H 5.342 -1.994 0.952
H 4.924 -3.522 0.170
H 4.130 -1.481 -1.975
H 0.273 -3.663 3.572
H 1.791 -2.937 3.970
H 1.522 -0.415 3.311
H 0.056 0.263 -2.849
H 2.160 -2.903 -2.402
H -0.389 -3.533 -4.760
N -4.055 4.860 -2.363
C -2.742 5.146 -2.111
N -2.522 6.073 -1.130
O -1.829 4.611 -2.718
H -4.819 5.286 -1.877
H -4.247 4.184 -3.077
H -1.569 6.300 -0.922
H -3.254 6.525 -0.618
```

ORCA calculation (ωB97M-V with the def2-TZVPD basis set) on a molecular structure, C5H10F6O3PS3SbScTe in a non-equilibrium geometry.

Summary:
**Frontier orbital gap (alpha / beta)**: 0.2507 / 0.1766 Eh
**2S+1**: 2
**Electronic energy**: -3826.65693 a.u.
**Total charge**: 0

Structure (XYZ):
```
31
C5H10F6O3PS3SbScTe, DFT ωB97M-V with the def2-TZVPD basis set
Sc -0.929 0.398 1.184
S -3.349 0.027 -2.636
C -2.833 0.093 -1.042
S -2.769 -1.186 0.063
S -2.350 1.674 -0.678
F -0.420 2.442 1.667
Sb -0.963 2.389 3.575
F -0.021 0.712 3.347
F 0.590 3.170 4.227
F -1.944 2.088 5.083
F -1.832 3.977 3.311
F -2.369 1.312 2.597
C 0.972 1.128 -2.676
C 1.213 1.569 -1.257
O 0.564 0.501 -0.277
P 1.467 -0.771 0.349
O 0.327 -1.158 1.325
Te 3.497 -0.071 1.219
O 1.651 -1.766 -0.823
C 0.612 -2.627 -1.306
C 0.643 -3.934 -0.682
H 0.810 2.103 -3.267
H 0.000 0.773 -2.742
H 1.681 0.495 -3.197
H 0.807 2.507 -0.994
H 2.247 1.496 -1.008
H 0.860 -2.590 -2.369
H -0.250 -1.999 -1.228
H 1.585 -4.422 -1.112
H -0.249 -4.501 -1.062
H 0.750 -3.828 0.411
```

ORCA calculation (ωB97M-V with the def2-TZVPD basis set) on 2 unconnected molecules or ions with the total composition HN2O5 in a non-equilibrium geometry.

Summary:
**Frontier orbital gap (alpha / beta)**: 0.2737 / 0.2521 Eh
**2S+1**: 3
**Electronic energy**: -486.05568 a.u.
**Total charge**: -1

Structure (XYZ):
```
8
HN2O5, DFT ωB97M-V with the def2-TZVPD basis set
N 1.593 -0.161 -0.024
N -1.624 0.113 -0.037
O 2.648 0.381 -0.362
O -0.846 1.129 0.226
O -2.855 0.248 0.055
O 1.479 -1.259 0.491
O -1.065 -0.949 -0.367
H 0.671 0.500 0.018
```

ORCA calculation (ωB97M-V with the def2-TZVPD basis set) on a gas-phase ion, C2H2ClO3P (charge -2) in a non-equilibrium geometry.

Summary:
**Frontier orbital gap**: 0.2340 Eh
**Electronic energy**: -1104.72259 a.u.
**Total charge**: -2
**SMILES**: C=C([O-])[P@@](=O)([O-])Cl

Structure (XYZ):
```
9
C2H2ClO3P, DFT ωB97M-V with the def2-TZVPD basis set
C -1.497 -0.150 0.138
C -0.498 0.710 -0.148
O -0.330 1.954 -0.207
P 1.268 0.082 0.040
O 2.185 0.404 -1.068
O 1.778 0.331 1.431
Cl 1.192 -2.307 -0.124
H -1.451 -1.233 -0.217
H -2.647 0.209 0.155
```

Record order is preserved below.
Energy above the lowest of the compared OMol25 structures with the same formula, charge and spin: 0.0; 15.3; 12.7; 20.8; 0.0; 13.9 kcal per mole